No. 1
# C6H9Cl

2 unconnected molecules or ions with the total composition C6H9Cl (ωB97M-V with the def2-TZVPD basis set, OMol25).

Atoms and positions in Å:
C1 -2.83 -1.71 -0.29
C2 -3.32 -0.63 -0.12
C3 0.53 -0.76 -0.29
C4 0.59 -0.21 1.11
C5 1.58 0.24 0.08
C6 1.51 1.64 -0.47
Cl1 -4.04 0.83 0.07
H1 0.93 -0.86 1.91
H2 -2.37 -2.64 -0.41
H3 0.83 -1.79 -0.45
H4 -0.29 -0.44 -0.91
H5 -0.19 0.47 1.42
H6 2.59 -0.14 0.18
H7 1.99 1.69 -1.45
H8 2.02 2.34 0.20
H9 0.48 1.96 -0.57

Orbital gap, eV: 10.82
Total charge: 0
2S+1: 1
Maximum force, eV Å⁻¹: 0.8
SMILES: CC1CC1.C#CCl

No. 2
# C6H9Cl4O7Zr

A molecular structure, C6H9Cl4O7Zr (ωB97M-V with the def2-TZVPD basis set, OMol25).

Atoms and positions in Å:
Zr1 -0.43 0.46 0.69
C1 -1.80 -1.16 -2.43
O1 -0.44 -1.11 -2.05
C2 -0.08 -1.35 -0.68
C3 -0.39 -2.78 -0.27
H1 -1.81 -1.21 -3.52
H2 -2.35 -0.27 -2.12
H3 -2.31 -2.04 -2.04
H4 -1.46 -2.97 -0.24
H5 0.01 -2.99 0.72
H6 0.06 -3.48 -0.98
Cl1 -2.94 -0.43 0.50
C4 -3.52 1.04 -0.35
Cl2 -1.41 1.27 2.74
Cl3 -5.17 1.39 -0.01
C5 -2.60 2.07 -0.61
O2 -2.84 3.21 -0.94
O3 -1.25 1.63 -0.55
C6 1.43 -1.12 -0.74
H7 1.97 -1.50 0.12
H8 1.70 -0.06 -0.88
H9 1.79 -1.62 -1.64
O4 3.06 -0.87 2.28
Cl4 1.83 -0.21 2.57
O5 1.62 0.88 1.56
O6 1.81 0.33 3.87
O7 0.69 -1.10 2.33

Orbital gap, eV: 6.98
Total charge: -1
2S+1: 1
Maximum force, eV Å⁻¹: 0.6

No. 3
# C6H9ClN2

A single C6H9ClN2 molecule in a non-equilibrium geometry (ωB97M-V with the def2-TZVPD basis set, OMol25).

Atoms and positions in Å:
C1 0.60 -1.13 -1.59
C2 -0.69 -0.85 -1.28
C3 1.45 0.01 0.12
C4 -0.27 0.58 0.64
C5 2.56 0.60 0.89
C6 -2.49 -0.20 0.32
N1 1.64 -0.72 -0.85
N2 -1.14 -0.27 -0.06
Cl1 -0.43 2.23 0.00
H1 0.80 -1.56 -2.47
H2 -1.41 -1.14 -1.92
H3 -0.36 0.71 1.74
H4 2.19 1.63 1.06
H5 3.31 0.60 0.15
H6 2.77 0.06 1.75
H7 -2.67 0.84 0.40
H8 -3.14 -0.69 -0.30
H9 -2.72 -0.69 1.40

Orbital gap, eV: 8.73
Total charge: 0
2S+1: 1
Maximum force, eV Å⁻¹: 4.5
SMILES: CC1=NC=CN(C)[C@@H]1Cl

No. 4
# C6H9ClN2O

2 unconnected molecules or ions with the total composition C6H9ClN2O in a non-equilibrium geometry (ωB97M-V with the def2-TZVPD basis set, OMol25).

Atoms and positions in Å:
C1 1.92 0.01 0.19
C2 -2.34 0.24 0.23
C3 2.01 -0.84 1.22
C4 0.20 -1.10 -1.02
C5 2.39 1.39 0.20
C6 -3.16 -0.48 1.14
N1 1.18 -0.30 -0.98
N2 -1.54 0.65 -0.51
O1 -0.53 -1.37 -2.14
Cl1 -0.42 -2.11 0.30
H1 1.95 -1.86 1.04
H2 2.36 -0.39 2.14
H3 1.60 2.19 0.15
H4 3.15 1.58 -0.77
H5 3.07 1.49 1.06
H6 -2.34 -0.74 1.97
H7 -3.50 -1.35 0.56
H8 -3.96 0.17 1.40
H9 -0.22 -0.75 -2.81

Orbital gap, eV: 9.19
Total charge: 0
2S+1: 1
Maximum force, eV Å⁻¹: 4.0
SMILES: C=C(C)/N=C(/O)Cl.CC#N